Entry 1:
Density functional theory data (ωB97M-V/def2-TZVPD) for C47H45Cl2N2OP2PtSi as an isolated structure.

Geometry (Å):
Pt  0.2982  -0.0294  -0.6340
C  -2.7397  1.5803  -0.6937
C  -1.9008  2.4082  0.2596
P  -0.4508  1.5162  1.0468
C  0.1300  3.0688  1.8336
C  -0.6535  3.6845  2.8119
C  -0.3036  4.9168  3.3213
C  0.8350  5.5595  2.8578
C  1.6259  4.9493  1.8970
C  1.2783  3.7089  1.3882
C  -1.1510  0.7072  2.5110
C  -0.5160  0.8220  3.7536
C  -1.0298  0.1869  4.8631
C  -2.1669  -0.6044  4.7524
C  -2.7561  -0.7918  3.5113
C  -2.2452  -0.1544  2.4005
P  -1.7721  0.3996  -1.7605
C  -1.3449  1.3658  -3.2338
C  -0.8054  0.6473  -4.3068
C  -0.4308  1.2940  -5.4646
C  -0.5776  2.6698  -5.5738
C  -1.0846  3.3919  -4.5050
C  -1.4618  2.7491  -3.3425
C  -3.2865  -0.4443  -2.3303
C  -3.9526  -1.2523  -1.3992
C  -5.1568  -1.8407  -1.7123
C  -5.7215  -1.6388  -2.9634
C  -5.0501  -0.8696  -3.9034
C  -3.8406  -0.2800  -3.5964
H  -3.3335  2.2208  -1.3572
H  -3.4440  0.9637  -0.1260
H  -2.5336  2.8386  1.0433
H  -1.4188  3.2339  -0.2793
H  -1.5444  3.1910  3.1731
H  -0.9228  5.3850  4.0755
H  1.0988  6.5304  3.2509
H  2.5166  5.4472  1.5401
H  1.8892  3.2268  0.6404
H  0.3779  1.4256  3.8443
H  -0.5488  0.3018  5.8261
H  -2.5672  -1.1017  5.6229
H  -3.6120  -1.4452  3.4091
H  -2.6857  -0.3265  1.4295
H  -0.6581  -0.4181  -4.2022
H  -0.0043  0.7353  -6.2858
H  -0.2671  3.1804  -6.4733
H  -1.1802  4.4665  -4.5725
H  -1.8273  3.3407  -2.5173
H  -3.4967  -1.4297  -0.4337
H  -5.6618  -2.4635  -0.9873
H  -6.6741  -2.0856  -3.2044
H  -5.4798  -0.7182  -4.8838
H  -3.3363  0.3282  -4.3335
C  3.9496  3.0237  -1.0676
Si  3.2639  1.2306  -1.3134
C  4.7583  0.2306  -1.9822
C  2.0177  1.3961  -2.7372
N  2.4193  0.5105  0.0017
C  3.0085  -0.0658  1.0739
C  4.3170  0.2677  1.4676
C  4.9812  -0.3831  2.4838
C  4.3876  -1.4493  3.1342
C  3.0873  -1.7992  2.7966
C  2.3762  -1.0828  1.8517
O  1.0709  -1.3744  1.4904
C  0.2206  -2.2172  2.1196
C  -0.8023  -2.7251  1.3134
C  -1.7102  -3.6318  1.8079
C  -1.6491  -4.0187  3.1389
C  -0.7059  -3.4389  3.9669
C  0.2221  -2.5390  3.4747
H  4.7435  3.2265  -1.7840
H  4.3556  3.1987  -0.0752
H  3.1753  3.7673  -1.2382
H  5.3797  0.8288  -2.6456
H  4.4141  -0.6358  -2.5374
H  5.3883  -0.1403  -1.1790
H  2.4783  1.7970  -3.6356
H  1.1956  2.0535  -2.4631
H  1.6148  0.4176  -2.9782
H  4.8237  1.0389  0.9099
H  5.9887  -0.0826  2.7444
H  4.9261  -2.0211  3.8775
H  2.6469  -2.6734  3.2527
H  -0.8595  -2.3727  0.2937
H  -2.4604  -4.0474  1.1518
H  -2.3542  -4.7400  3.5269
H  -0.6842  -3.6917  5.0179
H  0.9092  -2.0594  4.1529
Cl  -1.6638  -2.9011  -2.3686
C  -0.2295  -3.6597  -1.7452
C  -0.2648  -5.0086  -1.4982
C  0.8587  -5.6537  -1.0019
C  2.0077  -4.9020  -0.7912
C  2.0336  -3.5530  -1.0375
Cl  3.5035  -2.6841  -0.7287
C  0.9007  -2.8093  -1.5105
N  0.9233  -1.5388  -1.7874
H  -1.1780  -5.5499  -1.7026
H  0.8482  -6.7144  -0.7978
H  2.9117  -5.3710  -0.4302

The HOMO-LUMO gap (alpha / beta) comes out at 5.1 / 5.1 eV. The total energy is -109246.16471 eV. The value obtained for the HOMO energy (alpha / beta) is -0.10335 / -0.10329 hartree. The total charge is -1.

***

Entry 2:
Density functional theory data (ωB97M-V/def2-TZVPD) for C47H45KN3O5P as an isolated structure.

Geometry (Å):
K  -0.4002  -1.6212  -1.4527
C  2.5467  -2.3369  -3.2418
C  3.2552  -3.0742  -2.3042
C  3.6276  -2.4921  -1.1029
C  3.3132  -1.1640  -0.8423
C  2.6176  -0.4176  -1.7849
C  2.2294  -1.0098  -2.9819
H  2.2056  -2.8008  -4.1584
H  3.4583  -4.1229  -2.4810
H  4.1231  -3.0886  -0.3476
H  3.5821  -0.7118  0.1031
H  2.3493  0.6146  -1.6057
H  1.6681  -0.4183  -3.6946
C  -3.2804  2.6715  4.3301
C  -1.9016  2.5491  4.4040
C  -1.2164  1.7859  3.4638
C  -1.8949  1.1352  2.4381
C  -3.2824  1.2741  2.3744
C  -3.9713  2.0270  3.3104
P  -1.1138  0.0601  1.1569
C  0.6475  0.3294  1.6217
C  1.2306  1.5072  1.1530
C  2.5157  1.8682  1.5323
C  3.2460  1.0352  2.3704
C  2.6883  -0.1571  2.8159
C  1.3946  -0.5056  2.4486
C  -1.5403  -1.6200  1.7493
C  -1.5972  -1.9223  3.1190
C  -1.9653  -3.1854  3.5395
C  -2.3071  -4.1322  2.5728
C  -2.2647  -3.8006  1.2276
C  -1.8842  -2.5327  0.7253
H  -3.8152  3.2721  5.0572
H  -1.3510  3.0486  5.1910
H  -0.1366  1.7068  3.5309
H  -3.8279  0.7850  1.5759
H  -5.0474  2.1231  3.2356
H  0.6739  2.1461  0.4794
H  2.9398  2.7916  1.1583
H  4.2536  1.3069  2.6626
H  3.2623  -0.8225  3.4498
H  0.9661  -1.4397  2.7897
H  -1.3675  -1.1566  3.8601
H  -2.0060  -3.4280  4.5961
H  -2.6110  -5.1307  2.8795
H  -2.5601  -4.5826  0.5270
C  3.8477  7.6969  2.1886
C  2.6819  6.7436  2.1567
C  2.2132  6.1889  3.3420
C  1.1495  5.2980  3.3150
C  0.5477  4.9559  2.1193
C  0.9946  5.5196  0.9215
N  0.4526  5.1809  -0.3148
C  -0.7323  4.4555  -0.4723
C  -1.9042  4.8004  0.2051
C  -3.0808  4.1124  -0.0296
C  -3.1079  3.0552  -0.9323
C  -1.9365  2.7004  -1.5811
C  -0.7450  3.3875  -1.3774
C  0.5094  2.9331  -2.1246
O  1.4052  3.8042  -2.2972
O  0.5536  1.7407  -2.4587
C  2.0686  6.4251  0.9411
C  2.5662  7.0300  -0.3436
H  4.2846  7.7418  3.1867
H  3.5489  8.7120  1.9126
H  4.6336  7.4034  1.4904
H  2.6979  6.4414  4.2778
H  0.7977  4.8427  4.2320
H  -0.2553  4.2313  2.1046
H  1.1167  4.8827  -1.0525
H  -1.8835  5.6219  0.9108
H  -3.9781  4.3897  0.5112
H  -4.0207  2.4993  -1.1032
H  -1.9042  1.8539  -2.2541
H  1.7877  7.0083  -1.1041
H  3.4209  6.4827  -0.7508
H  2.8844  8.0630  -0.1976
C  -3.5420  -6.7982  -4.3421
C  -2.8992  -5.5549  -3.7366
C  -1.4545  -5.6712  -3.2186
C  -0.5820  -6.4004  -4.2602
C  0.9081  -6.4598  -3.9602
C  -1.4170  -6.4582  -1.9240
O  -2.1139  -7.4439  -1.7330
N  -0.5189  -6.0342  -1.0066
C  0.2759  -4.8612  -1.0961
O  1.1137  -4.7113  -0.2257
N  0.0559  -3.9985  -2.1107
C  -0.8535  -4.2558  -3.0648
O  -1.1596  -3.4003  -3.9000
H  -4.5857  -6.5815  -4.5811
H  -3.5134  -7.6495  -3.6650
H  -3.0596  -7.0870  -5.2784
H  -3.5239  -5.1858  -2.9183
H  -2.8708  -4.7556  -4.4790
H  -0.7490  -5.8782  -5.2073
H  -0.9806  -7.4113  -4.3753
H  1.3491  -5.4642  -3.9053
H  1.4190  -7.0175  -4.7478
H  1.1136  -6.9607  -3.0113
H  -0.4781  -6.5266  -0.1257

The HOMO-LUMO gap comes out at 6.0 eV. The total energy is -89796.35381 eV. Its relative energy (zero: lowest compared OMol25 entry of this formula, charge and spin) is 46.4 kJ/mol. The value obtained for the HOMO energy is -0.07136 hartree. The total charge is -2.

***

Entry 3:
Density functional theory data (ωB97M-V/def2-TZVPD) for C47H45N6S5Tm as an isolated structure.

Geometry (Å):
Tm  0.1400  0.3273  -0.3616
S  -2.3726  -2.5134  -2.3972
C  -3.4290  -2.8472  -1.0356
C  -3.9948  -4.1186  -0.9591
C  -4.8308  -4.4719  0.0804
C  -5.1173  -3.5476  1.0740
C  -4.5510  -2.2875  1.0228
C  -3.7063  -1.9282  -0.0201
S  -3.0056  -0.2887  0.0921
C  -3.4557  0.3795  -1.5525
C  -2.9856  1.7796  -1.7083
C  -3.7795  2.6798  -2.4190
C  -3.3464  3.9809  -2.5818
C  -2.1614  4.3605  -1.9760
C  -1.4284  3.4119  -1.2702
C  -0.1763  3.8504  -0.5848
S  0.2623  2.8958  0.9276
C  -1.3130  2.5906  1.7205
C  -2.3084  3.5526  1.7651
C  -3.5112  3.2697  2.3885
C  -3.6882  2.0548  3.0348
C  -2.6837  1.1139  3.0309
C  -1.4876  1.3422  2.3443
S  -0.2809  0.0945  2.2902
N  -1.8050  2.1307  -1.1772
H  -3.7495  -4.8311  -1.7330
H  -5.2597  -5.4642  0.1168
H  -5.7754  -3.8043  1.8915
H  -4.7532  -1.5655  1.8006
H  -4.5374  0.3183  -1.6617
H  -2.9835  -0.2977  -2.2789
H  -4.7193  2.3533  -2.8374
H  -3.9255  4.6880  -3.1572
H  -1.7995  5.3742  -2.0462
H  -0.2331  4.9114  -0.3315
H  0.6937  3.6889  -1.2298
H  -2.1468  4.5212  1.3140
H  -4.3103  3.9941  2.3774
H  -4.6170  1.8441  3.5463
H  -2.8000  0.1655  3.5338
C  2.1540  -1.9085  1.6681
N  2.4406  -1.0485  0.5202
C  3.1308  -1.8435  -0.4972
C  3.2241  0.1283  0.8150
C  4.1845  0.1687  1.8087
C  4.9048  1.3321  2.0475
C  4.6111  2.4790  1.3281
C  3.6752  2.4448  0.3168
C  3.0153  1.2540  -0.0238
N  2.1390  1.1118  -1.0899
C  2.3570  1.7885  -2.2573
C  3.5648  2.4295  -2.5955
C  3.6942  3.1773  -3.7439
C  2.6250  3.3166  -4.6097
C  1.4788  2.5682  -4.3832
C  1.3486  1.7645  -3.2641
N  0.2846  0.7764  -3.1248
C  0.8730  -0.5281  -3.4857
C  -0.8217  0.9992  -4.0537
H  3.0302  -2.4812  2.0004
H  1.3733  -2.6153  1.3756
H  1.7813  -1.3126  2.4987
H  4.0478  -2.2934  -0.0858
H  3.4094  -1.2036  -1.3338
H  2.4776  -2.6459  -0.8457
H  4.3808  -0.7149  2.4025
H  5.7039  1.3344  2.7756
H  5.1185  3.4064  1.5499
H  3.4326  3.3552  -0.2122
H  4.4154  2.3096  -1.9419
H  4.6429  3.6482  -3.9588
H  2.6971  3.9399  -5.4879
H  0.6959  2.6329  -5.1220
H  1.2491  -0.5055  -4.5162
H  0.1112  -1.3053  -3.4121
H  1.6999  -0.7724  -2.8192
H  -0.4862  0.9683  -5.0977
H  -1.2901  1.9643  -3.8702
H  -1.5559  0.2046  -3.9236
N  -0.1194  -1.8407  -0.7712
C  -0.6530  -2.8323  -1.1408
C  -0.6090  -4.2679  -1.0315
C  -0.1222  -5.0404  -2.0817
C  -0.0629  -6.4142  -1.9483
C  -0.5020  -7.0193  -0.7811
C  -0.9821  -6.2483  0.2648
C  -1.0370  -4.8715  0.1483
H  0.1935  -4.5538  -2.9936
H  0.3214  -7.0190  -2.7570
H  -0.4762  -8.0950  -0.6868
H  -1.3146  -6.7212  1.1767
H  -1.4139  -4.2552  0.9523
S  1.7371  2.9609  3.6556
C  1.9510  1.6343  4.6185
N  3.2004  1.0779  4.6982
C  3.5190  0.0548  5.5136
C  2.5795  -0.4936  6.3288
C  1.2547  0.0078  6.2630
C  0.9462  1.0300  5.4204
H  3.8873  1.4684  4.0592
H  4.5441  -0.2846  5.4862
H  2.8306  -1.2957  7.0026
H  0.4926  -0.4336  6.8889
H  -0.0554  1.4179  5.3361

The HOMO-LUMO gap (alpha / beta) comes out at 7.0 / 7.0 eV. The total energy is -142119.64880 eV. As for the spin multiplicity: 3. The value obtained for the HOMO energy (alpha / beta) is -0.24969 / -0.25002 hartree. Its expectation value of S² is 2.002.

***

Entry 4:
Density functional theory data (ωB97M-V/def2-TZVPD) for C47H46Cl2FLaNP2Si2 as an isolated structure.

Geometry (Å):
La  0.2258  1.0838  -0.2142
C  -3.0595  0.6367  -2.8135
Si  -1.9735  -0.1581  -1.4543
C  -3.1351  -0.7459  -0.0310
C  -4.4871  -0.9400  -0.3232
C  -5.4054  -1.2989  0.6492
C  -4.9840  -1.5009  1.9535
C  -3.6484  -1.3308  2.2708
C  -2.7283  -0.9352  1.3010
P  -0.9673  -0.6992  1.7839
C  -0.9486  0.2099  3.3830
C  -0.4086  1.4980  3.3896
C  -0.3207  2.2298  4.5623
C  -0.7858  1.6874  5.7490
C  -1.3194  0.4070  5.7594
C  -1.3869  -0.3332  4.5908
C  -0.5237  -2.3931  2.3081
C  -1.0627  -3.4864  1.6311
C  -0.6989  -4.7743  1.9887
C  0.2082  -4.9844  3.0170
C  0.7737  -3.9002  3.6727
C  0.4239  -2.6094  3.3094
C  -1.3232  -1.7664  -2.3033
C  -2.2758  -2.6650  -2.7981
C  -1.9242  -3.7771  -3.5387
C  -0.5877  -4.0069  -3.8379
C  0.3763  -3.1435  -3.3575
C  0.0237  -2.0380  -2.5757
P  1.4047  -1.0093  -1.9116
C  2.4759  -2.3546  -1.2653
C  2.1727  -2.8094  0.0171
C  2.8467  -3.8874  0.5682
C  3.8356  -4.5289  -0.1628
C  4.1507  -4.0761  -1.4349
C  3.4823  -2.9930  -1.9852
C  2.2514  -0.4741  -3.4351
C  1.5517  -0.3440  -4.6331
C  2.2082  0.0806  -5.7773
C  3.5578  0.3931  -5.7309
C  4.2485  0.3093  -4.5308
C  3.5979  -0.1118  -3.3831
H  -3.8148  -0.0560  -3.1904
H  -2.4422  0.9350  -3.6615
H  -3.5741  1.5265  -2.4473
H  -4.8363  -0.7963  -1.3381
H  -6.4491  -1.4165  0.3900
H  -5.6879  -1.7875  2.7229
H  -3.3243  -1.5017  3.2868
H  -0.0530  1.9549  2.4676
H  0.1178  3.2188  4.5484
H  -0.7207  2.2573  6.6654
H  -1.6755  -0.0241  6.6853
H  -1.7576  -1.3478  4.6329
H  -1.7777  -3.3249  0.8332
H  -1.1308  -5.6175  1.4670
H  0.4812  -5.9914  3.3020
H  1.4817  -4.0589  4.4755
H  0.8696  -1.7658  3.8204
H  -3.3240  -2.4790  -2.5933
H  -2.6858  -4.4600  -3.8912
H  -0.2979  -4.8557  -4.4422
H  1.4151  -3.3213  -3.6019
H  1.3840  -2.3247  0.5796
H  2.5911  -4.2260  1.5633
H  4.3581  -5.3801  0.2524
H  4.9172  -4.5767  -2.0111
H  3.7464  -2.6590  -2.9790
H  0.4976  -0.5851  -4.6693
H  1.6633  0.1566  -6.7083
H  4.0682  0.7096  -6.6301
H  5.2978  0.5692  -4.4930
H  4.1352  -0.1693  -2.4434
C  -1.6600  5.0226  2.1849
Si  -1.7245  3.9888  0.5931
C  -2.8632  2.5290  1.0023
C  -2.5750  4.9311  -0.8167
N  -0.1661  3.3589  0.1156
C  0.8533  4.2229  -0.2231
C  0.7651  5.6320  -0.2030
C  1.8331  6.4462  -0.5237
C  3.0580  5.9153  -0.9045
C  3.1931  4.5386  -0.9584
C  2.1167  3.7606  -0.6169
F  2.2988  2.3533  -0.6853
H  -2.6394  5.4721  2.3576
H  -0.9247  5.8256  2.1550
H  -1.4302  4.3920  3.0445
H  -3.7123  2.9114  1.5700
H  -2.3969  1.7658  1.6263
H  -3.2648  2.0519  0.1075
H  -3.6563  4.8075  -0.7468
H  -2.2545  4.5584  -1.7909
H  -2.3656  6.0006  -0.7873
H  -0.1788  6.0809  0.0670
H  1.7051  7.5198  -0.4808
H  3.8870  6.5586  -1.1583
H  4.1208  4.0729  -1.2613
Cl  2.1560  0.2289  1.6898
C  3.7737  -0.4929  1.9480
Cl  5.0109  0.4919  1.1753
H  3.7683  -1.4824  1.5010
H  3.9386  -0.5250  3.0192

The HOMO-LUMO gap comes out at 7.0 eV. The total energy is -113928.44354 eV. Its relative energy (zero: lowest compared OMol25 entry of this formula, charge and spin) is 0.0 kJ/mol. The value obtained for the HOMO energy is -0.36111 hartree. The total charge is +1.